[1]
# C3H7ClS2Si

A structure of composition C3H7ClS2Si at a distorted geometry (wB97M-V/def2-TZVPD, the OMol25 dataset).

LUMO level (alpha / beta) ... 0.0175 / -0.1593 Eh
Expectation value of S² ... 2.009
Max |F| ... 3.21 eV/Å
Kohn-Sham gap (alpha / beta) ... 6.274 / 4.649 eV
Energy ... -1664.47228 hartree
Spin multiplicity ... 3

Atoms and positions in Å:
C1 -1.4216 -0.3042 1.3038
C2 -0.8455 1.1608 1.2870
C3 1.1312 -0.8493 -2.1614
Si1 0.8602 -0.2606 -0.4779
S1 -0.3940 -1.5904 0.6115
S2 -0.2058 1.5872 -0.3616
Cl1 3.0152 0.2650 1.0936
H1 -1.5788 -0.3925 2.3301
H2 -2.3939 -0.2832 0.7159
H3 -1.5531 1.9851 1.5161
H4 0.0813 1.2655 1.8412
H5 0.3355 -1.5454 -2.5832
H6 0.8316 0.1237 -2.6289
H7 2.1379 -1.1617 -2.4865

=====

[2]
# C4H7NO2

The molecule C4H7NO2 (wB97M-V/def2-TZVPD, the OMol25 dataset).

LUMO level ... 0.0312 Eh
SMILES ... O=C1CNC[C@@H]1O
Max |F| ... 0.97 eV/Å
Kohn-Sham gap ... 10.442 eV
Energy ... -361.82802 hartree

Atoms and positions in Å:
O1 -0.9056 -0.9973 1.8426
C1 -0.3065 -0.3221 1.0391
C2 -0.4769 1.1562 0.7883
N1 0.2520 1.4336 -0.4499
C3 0.4645 0.1453 -1.1533
C4 0.6042 -0.8956 -0.0419
O2 0.1995 -2.1797 -0.4279
H1 -1.5567 1.3048 0.6324
H2 -0.1664 1.8163 1.6052
H3 -0.4463 1.9547 -0.9592
H4 1.3428 0.1857 -1.8065
H5 -0.4048 -0.1259 -1.7669
H6 1.6362 -0.9055 0.3511
H7 -0.2361 -2.5704 0.3471

=====

[3]
# H9NO3

A cluster of 4 separate species, H9NO3 in total (wB97M-V/def2-TZVPD, the OMol25 dataset).

LUMO level ... 0.0234 Eh
SMILES ... N.O.O.O
Max |F| ... 0.49 eV/Å
Kohn-Sham gap ... 11.245 eV
Energy ... -285.87282 hartree

Atoms and positions in Å:
N1 1.0070 1.2440 0.8368
H1 0.4234 1.7656 0.1894
H2 0.4772 1.1689 1.7005
H3 1.8239 1.8124 1.0157
O1 -0.9530 -1.0237 2.1574
H4 -0.5164 -1.7369 1.6724
H5 -1.8832 -1.1478 1.9247
O2 -0.5017 0.5726 -2.7423
H6 -1.1863 -0.0647 -2.9756
H7 0.2617 0.0187 -2.5319
O3 0.4796 -1.1938 -0.6222
H8 0.9933 -0.5349 -0.1126
H9 -0.4255 -0.8802 -0.5123

=====

[4]
# C2H2O2S

The molecule C2H2O2S at a distorted geometry (wB97M-V/def2-TZVPD, the OMol25 dataset).

LUMO level ... -0.0198 Eh
Max |F| ... 3.94 eV/Å
Kohn-Sham gap ... 7.943 eV
Energy ... -625.94702 hartree

Atoms and positions in Å:
C1 -0.1197 0.0924 0.0112
C2 1.1821 0.0049 -0.0047
O1 -1.1497 -1.1653 0.0119
O2 -1.0185 1.0802 0.0159
S1 -2.3488 0.0150 -0.0205
H1 1.7631 0.9070 -0.0386
H2 1.6915 -0.9342 0.0248

=====

[5]
# C12H13BrCl3N3O2PSiW

A structure of composition C12H13BrCl3N3O2PSiW (wB97M-V/def2-TZVPD, the OMol25 dataset).

LUMO level (alpha / beta) ... -0.1918 / -0.1917 Eh
Max |F| ... 0.26 eV/Å
Kohn-Sham gap (alpha / beta) ... 6.815 / 6.814 eV
Energy ... -5432.26248 hartree
Charge ... +1

Atoms and positions in Å:
W1 -0.0007 1.1690 -0.1140
Br1 1.4790 -1.2286 -0.4576
C1 0.6544 -1.7998 -2.0927
C2 1.5026 -2.3299 -3.0413
C3 0.9610 -2.8467 -4.2114
C4 -0.4106 -2.8497 -4.4063
C5 -1.2472 -2.3225 -3.4368
C6 -0.7267 -1.7737 -2.2678
C7 -1.7159 -1.1785 -1.3293
O1 -2.8100 -1.5854 -1.1163
O2 -1.2848 -0.0021 -0.7523
H1 2.5701 -2.3443 -2.8735
H2 1.6221 -3.2536 -4.9641
H3 -0.8316 -3.2612 -5.3128
H4 -2.3205 -2.3159 -3.5713
N1 5.6342 4.0013 0.2938
C8 4.7653 3.3897 0.7333
N2 3.7802 2.6623 1.2381
C9 2.6541 2.3352 0.9636
N3 1.5120 1.9613 0.8266
C10 0.7536 0.0260 3.3034
P1 -0.6589 0.3384 2.2137
C11 -1.7485 1.4110 3.1912
C12 -1.5572 -1.2331 2.1386
H5 0.4118 -0.3864 4.2529
H6 1.2880 0.9569 3.4892
H7 1.4380 -0.6812 2.8338
H8 -1.9820 0.9560 4.1546
H9 -2.6786 1.5780 2.6461
H10 -1.2602 2.3715 3.3641
H11 -1.8002 -1.5712 3.1464
H12 -0.9509 -1.9920 1.6433
H13 -2.4810 -1.0991 1.5750
Cl1 0.9719 1.7446 -2.2016
Si1 -1.3931 3.0991 0.0136
Cl2 -0.7973 4.9239 0.5943
Cl3 -3.3427 3.1308 -0.4664

=====

[6]
# C26H31AsClHfI2N2O3SSe5

A structure of composition C26H31AsClHfI2N2O3SSe5 at a distorted geometry (wB97M-V/def2-TZVPD, the OMol25 dataset).

LUMO level ... -0.1685 Eh
Max |F| ... 1.09 eV/Å
Kohn-Sham gap ... 5.926 eV
Energy ... -17089.20081 hartree
Charge ... +1

Atoms and positions in Å:
Hf1 -1.3471 -1.3228 0.2861
Se1 -2.3407 -3.5029 1.3954
Se2 -1.9930 -3.7778 -0.9239
Se3 -2.3527 -1.4929 -2.1158
Se4 -1.3416 -1.4051 -4.0859
I1 0.4864 0.9554 -0.7405
I2 -0.0853 2.9393 0.9512
C1 -5.9242 2.3119 1.0291
C2 -4.7478 3.1672 1.4229
C3 -4.6147 4.4112 0.8036
C4 -3.6028 5.2877 1.1408
Cl1 -3.4876 6.8168 0.3158
C5 -2.6875 4.9692 2.1262
C6 -2.7910 3.7359 2.7440
C7 -3.7905 2.8422 2.3901
O1 -3.7692 1.6800 3.1579
C8 -4.0770 0.4444 2.5948
C9 -3.0499 -0.0514 1.6142
O2 -1.7661 0.0595 1.8482
O3 -3.3977 -0.6911 0.5857
H1 -6.5761 2.8829 0.3710
H2 -6.5158 2.0110 1.8950
H3 -5.6227 1.4193 0.4790
H4 -5.3323 4.7008 0.0477
H5 -1.9130 5.6715 2.3992
H6 -2.1007 3.4434 3.5227
H7 -5.0444 0.3803 2.1065
H8 -4.0597 -0.2821 3.4152
C10 2.5668 0.2732 -3.6870
As1 2.0266 -1.0871 -2.4193
C11 2.2840 -2.5934 -3.5880
C12 3.5410 -0.9651 -1.1583
C13 4.6385 -2.0010 -1.0186
C14 5.8450 -1.5753 -0.4585
C15 6.8816 -2.4615 -0.2185
C16 6.7344 -3.8067 -0.5332
C17 5.5430 -4.2449 -1.0839
C18 4.5046 -3.3507 -1.3232
H9 3.5752 0.0462 -4.0345
H10 2.5590 1.2568 -3.2208
H11 1.8698 0.2693 -4.5249
H12 3.3449 -2.6886 -3.8129
H13 1.7247 -2.3546 -4.4885
H14 1.8922 -3.5191 -3.1729
H15 3.0823 -0.8170 -0.1745
H16 3.9875 0.0021 -1.4071
H17 5.9669 -0.5272 -0.2116
H18 7.8073 -2.1027 0.2107
H19 7.5418 -4.5023 -0.3523
H20 5.4151 -5.2905 -1.3318
H21 3.5880 -3.7329 -1.7398
Se5 1.1996 -3.8103 0.2263
N1 0.6869 -2.1582 0.8356
C19 1.4647 -1.8560 1.8595
C20 1.4129 -0.6310 2.6165
C21 2.3080 -0.4640 3.6089
C22 3.3030 -1.4613 3.9569
C23 3.3783 -2.6233 3.2896
C24 2.4547 -2.8521 2.1995
N2 2.4685 -3.9337 1.4632
H22 0.6762 0.1321 2.4027
H23 2.2878 0.4573 4.1764
H24 3.9827 -1.2524 4.7705
H25 4.1051 -3.3869 3.5239
C25 -4.3327 1.4382 -3.0606
S1 -3.3931 1.6948 -1.5414
C26 -2.9441 3.4164 -1.7801
H26 -3.8307 1.9265 -3.8945
H27 -5.3424 1.8343 -2.9660
H28 -4.3921 0.3725 -3.2782
H29 -3.8218 3.9977 -2.0593
H30 -2.1773 3.5305 -2.5455
H31 -2.5696 3.7982 -0.8304

=====

ΔE to the lowest compared entry with this formula, charge and spin? In order: 0.0000 1.4379 0.1696 3.1388 0.4848 2.3195 eV.